{"formula": "C5H11N", "method": "ωB97M-V/def2-TZVPD", "orbital_gap_ev": [7.26, 7.93], "e_homo_ha": [-0.2338, -0.2555], "de_lowest_kj_mol": 468.75, "species": ["C", "C", "N", "C", "C", "C", "H", "H", "H", "H", "H", "H", "H", "H", "H", "H", "H"], "positions_angstrom": [[-1.296, 1.232, -0.175], [-1.299, -0.479, -0.211], [-0.014, -0.855, 0.334], [0.477, -2.058, 0.584], [0.736, 0.261, 0.614], [1.493, 0.801, -0.559], [-2.047, 1.453, -0.920], [-1.654, 1.518, 0.825], [-0.494, 1.986, -0.351], [-2.075, -0.594, 0.549], [-1.593, -1.203, -1.022], [-0.148, -2.927, 0.757], [1.557, -2.157, 0.602], [1.213, 0.274, 1.578], [2.404, 0.189, -0.664], [1.786, 1.847, -0.428], [0.956, 0.712, -1.513]], "atomic_forces_ev_per_a": [[-1.0, -0.7, -0.6], [0.1, 1.2, 0.4], [-0.2, 0.6, 0.1], [0.1, -0.6, 0.2], [1.3, -0.4, 0.2], [0.2, 0.2, 0.0], [-0.7, 0.3, -0.1], [-0.2, -0.4, -0.4], [-0.3, -1.4, -0.3], [0.1, -0.3, 0.1], [0.3, 1.5, -0.1], [-0.1, 0.2, 0.0], [-0.3, 0.0, 0.1], [0.6, -0.4, 0.2], [0.0, 0.2, -0.1], [0.1, -0.1, 0.0], [0.0, 0.0, 0.3]]}